Entry 1:
131
Properties=species:S:1:pos:R:3:forces:R:3:mulliken_charge:R:1 method="wB97M-V/def2-TZVPD" smiles=COC[C@H](C)N.COC[C@H](C)N.COC[C@H](C)N.COC[C@H](C)N.COC[C@H](C)N.COC[C@H](C)N.COC[C@H](C)N.O.O.O.O gap_ev=9.10 spin_multiplicity=1 homo_energy_ev=-8.925 energy_ha=-2328.5992 relative_energy_kj_mol=116.0
C -4.554 -2.171 2.740 0.0 0.1 -0.4 -0.982
O -3.513 -1.219 2.891 0.1 -0.2 -0.2 -0.055
C -3.796 -0.242 3.874 -0.5 -0.2 -0.3 -1.183
C -2.804 0.877 3.772 0.1 1.3 1.5 1.292
C -1.377 0.412 3.922 0.4 -0.5 -0.5 -0.510
N -3.060 1.874 4.865 0.2 -0.5 -0.4 -0.759
H -5.289 -1.808 2.012 -0.1 0.0 0.2 0.332
H -5.035 -2.370 3.699 0.0 -0.2 0.0 0.410
H -4.122 -3.076 2.316 0.1 -0.1 0.2 0.251
H -4.816 0.139 3.722 0.0 0.0 0.1 0.519
H -3.746 -0.696 4.873 0.0 0.0 0.0 0.357
H -2.899 1.466 2.858 -0.2 -0.5 -0.3 -0.332
H -1.196 -0.527 3.387 -0.2 0.2 -0.1 -0.099
H -1.082 0.210 4.953 -0.2 0.1 0.1 0.365
H -0.694 1.139 3.483 -0.5 0.0 0.7 -0.083
H -4.053 2.000 5.031 0.0 0.1 -0.1 0.253
H -2.666 1.509 5.725 0.0 0.1 0.0 0.318
C -1.096 3.555 1.876 0.1 -0.1 -0.6 -0.834
O -0.048 3.461 0.924 -0.4 -0.1 0.3 0.097
C 1.014 4.343 1.203 -0.1 0.0 0.4 -0.860
C 2.196 3.957 0.348 -0.2 -0.2 -1.2 0.906
C 3.421 4.805 0.623 -0.4 -0.3 1.1 -1.528
N 1.883 4.070 -1.102 0.3 -0.3 0.8 -0.343
H -0.721 3.370 2.887 -0.1 0.1 0.1 0.415
H -1.833 2.792 1.618 0.1 0.0 0.0 -0.006
H -1.607 4.522 1.809 0.1 0.1 0.2 0.367
H 0.718 5.383 0.992 0.0 0.0 0.0 0.226
H 1.260 4.272 2.275 0.1 0.1 -0.1 0.417
H 2.391 2.889 0.494 0.2 0.1 0.3 -0.282
H 3.626 4.831 1.700 0.0 0.0 -0.1 0.396
H 3.195 5.834 0.343 0.4 0.0 -0.3 0.359
H 4.290 4.358 0.152 0.1 0.4 -0.4 0.376
H 1.041 3.536 -1.317 -0.2 0.4 -0.1 0.109
H 1.703 5.051 -1.293 -0.2 -0.1 -0.3 0.303
C -2.944 3.950 -6.882 0.3 0.1 0.1 -0.383
O -2.122 4.460 -5.845 0.1 -0.2 0.0 -0.361
C -2.027 3.630 -4.698 -0.3 0.3 -0.4 -0.342
C -0.816 4.027 -3.885 0.1 0.2 0.8 0.209
C 0.487 3.678 -4.558 0.2 -0.6 -0.9 -1.529
N -0.854 3.415 -2.542 -0.4 -0.2 -0.1 -0.145
H -2.418 4.116 -7.823 -0.1 0.0 0.0 0.248
H -3.905 4.471 -6.906 -0.1 0.0 0.0 0.241
H -3.113 2.875 -6.770 0.0 0.0 0.0 0.033
H -2.930 3.757 -4.081 0.0 -0.2 0.0 0.287
H -1.941 2.581 -5.014 -0.1 0.0 0.2 0.197
H -0.864 5.108 -3.712 0.0 0.0 -0.2 0.427
H 1.353 3.874 -3.932 0.0 0.1 0.0 0.354
H 0.600 4.163 -5.531 0.0 0.4 0.2 0.412
H 0.512 2.614 -4.837 -0.1 0.0 0.4 0.245
H -0.922 2.398 -2.612 0.3 -0.1 -0.2 -0.085
H -1.732 3.669 -2.094 0.1 0.2 0.1 0.235
C 1.066 0.198 2.058 0.1 0.2 0.4 -0.273
O 0.453 -0.487 1.002 0.1 -0.4 -0.3 -0.077
C 0.052 0.371 -0.053 0.1 0.5 0.4 0.590
C -0.336 -0.429 -1.278 -0.1 -0.9 -0.1 0.638
C 0.850 -0.746 -2.182 0.0 0.3 -0.3 -1.201
N -1.335 0.334 -2.009 -0.3 0.8 -0.2 -0.196
H 0.428 1.004 2.448 0.7 -0.1 -0.7 -0.009
H 2.048 0.606 1.793 0.0 0.0 -0.2 0.165
H 1.178 -0.504 2.887 0.1 -0.1 -0.1 0.287
H -0.793 0.980 0.303 0.0 -0.1 -0.1 -0.415
H 0.855 1.089 -0.278 0.0 -0.1 -0.1 -0.164
H -0.730 -1.397 -0.927 -0.1 0.2 0.2 0.136
H 0.528 -1.224 -3.110 -0.1 0.0 0.1 0.406
H 1.577 -1.416 -1.724 0.0 0.1 0.2 0.242
H 1.323 0.195 -2.481 0.1 -0.1 0.1 -0.047
H -1.967 -0.208 -2.582 0.3 -0.3 0.0 -0.144
H -1.942 0.822 -1.360 0.0 -0.2 0.1 0.270
C 4.614 -0.124 3.394 0.3 -0.3 0.5 -0.723
O 5.976 -0.483 3.510 -0.2 -0.1 -0.2 -0.357
C 6.422 -0.462 4.839 -0.3 0.4 0.5 -0.665
C 7.926 -0.418 4.882 0.4 -0.4 -0.1 0.643
C 8.521 -1.700 4.323 1.3 0.2 0.2 -1.400
N 8.308 -0.299 6.288 0.0 0.2 0.2 -0.717
H 4.279 -0.390 2.396 0.1 0.3 -0.1 0.255
H 4.510 0.944 3.615 -0.3 0.0 -0.2 0.313
H 3.998 -0.687 4.109 0.0 0.0 0.0 0.338
H 6.028 0.422 5.375 0.0 0.0 -0.2 0.287
H 6.072 -1.331 5.415 0.0 -0.1 -0.2 0.277
H 8.297 0.421 4.282 -0.2 0.1 -0.1 0.215
H 8.156 -1.945 3.330 -0.3 -0.2 0.1 0.338
H 8.448 -2.500 5.062 -0.6 -0.2 -0.3 0.378
H 9.611 -1.577 4.215 -0.2 0.1 -0.1 0.344
H 8.099 0.633 6.629 0.0 0.0 0.0 0.228
H 9.306 -0.432 6.405 0.0 0.0 -0.1 0.244
C -2.929 -1.421 -5.184 -0.6 0.5 0.6 -0.650
O -3.560 -0.461 -6.012 -0.1 -0.1 -0.1 -0.248
C -4.648 -0.962 -6.768 -0.2 0.3 0.4 -0.971
C -4.243 -1.881 -7.904 -0.5 -0.4 -0.6 0.853
C -3.153 -1.263 -8.749 0.4 0.4 0.0 -1.435
N -5.447 -2.104 -8.744 0.4 0.2 0.1 -0.717
H -3.443 -2.384 -5.215 0.4 -0.2 -0.4 0.437
H -3.061 -1.106 -4.140 0.3 0.1 -0.1 0.017
H -1.870 -1.452 -5.428 0.0 -0.4 0.0 0.285
H -5.377 -1.449 -6.100 0.1 -0.1 -0.1 0.288
H -5.163 -0.090 -7.175 0.1 0.0 -0.2 0.380
H -3.887 -2.848 -7.525 0.1 0.2 0.2 0.204
H -2.284 -1.002 -8.143 0.0 -0.2 0.1 0.282
H -3.472 -0.314 -9.189 -0.2 -0.2 -0.1 0.350
H -2.815 -1.932 -9.542 -0.1 0.0 0.0 0.408
H -6.075 -2.782 -8.328 0.0 0.0 0.1 0.239
H -5.151 -2.487 -9.633 -0.1 0.0 0.0 0.241
C 0.102 -6.943 4.040 0.1 -0.1 0.2 -0.746
O 0.768 -5.726 4.307 -0.1 0.3 -0.3 -0.304
C -0.007 -4.740 4.946 0.1 0.3 0.5 -0.794
C -1.154 -4.173 4.115 -0.3 0.1 0.1 0.891
C -0.642 -3.598 2.830 0.9 0.1 -1.4 -1.466
N -1.836 -3.111 4.902 -0.1 -0.5 -0.4 -0.652
H 0.350 -7.670 4.820 0.0 -0.1 -0.1 0.303
H 0.441 -7.303 3.070 0.0 -0.1 0.0 0.242
H -0.984 -6.843 4.005 0.0 0.1 0.0 0.338
H -0.338 -5.087 5.937 -0.3 -0.1 -0.2 0.321
H 0.646 -3.885 5.152 0.2 -0.2 -0.1 0.327
H -1.857 -4.967 3.834 0.0 0.0 0.2 0.095
H -1.418 -3.222 2.157 -0.2 0.1 0.3 0.397
H -0.107 -4.338 2.221 -0.2 -0.3 0.3 0.502
H 0.117 -2.815 2.939 -0.3 0.2 0.4 0.067
H -2.355 -2.554 4.225 0.1 0.1 0.1 0.004
H -2.555 -3.549 5.470 0.2 0.1 0.2 0.305
O 2.241 -2.913 0.375 0.1 -0.2 0.0 -0.640
H 1.388 -2.760 0.794 -0.1 0.2 -0.1 0.264
H 2.765 -2.148 0.630 0.0 0.0 0.0 0.328
O -3.646 -0.279 0.049 0.0 0.1 -0.1 -0.624
H -4.371 0.350 -0.021 0.0 0.0 0.0 0.304
H -3.502 -0.406 0.997 0.1 -0.1 0.2 0.234
O 3.535 2.351 -2.740 0.1 0.0 0.1 -0.706
H 3.065 1.514 -2.733 0.0 0.0 0.0 0.327
H 3.026 2.941 -2.148 0.0 0.1 -0.1 0.289
O 2.930 -4.165 -2.576 0.0 0.0 0.1 -0.632
H 2.971 -4.013 -1.623 -0.1 0.1 0.0 0.297
H 2.085 -4.603 -2.707 0.0 0.0 0.0 0.306

Entry 2:
149
Properties=species:S:1:pos:R:3:forces:R:3:mulliken_charge:R:1 method="wB97M-V/def2-TZVPD" gap_ev=8.92 spin_multiplicity=1 homo_energy_ev=-8.907 energy_ha=-3247.0873 relative_energy_kj_mol=651.0
C -0.764 -4.562 -0.297 3.2 3.8 -2.7 0.321
O -1.114 -3.382 -0.108 -0.5 -1.2 -0.5 -0.896
N 0.264 -4.916 -1.079 1.8 1.3 -1.4 -0.334
N -1.261 -5.609 0.179 -4.5 -4.2 3.7 -0.356
H 0.619 -4.191 -1.685 0.6 0.2 -0.1 0.051
H 0.538 -5.874 -1.243 -0.3 0.4 -0.1 0.170
H -0.741 -6.475 0.199 -0.8 0.1 0.0 0.173
H -2.201 -5.472 0.523 0.2 -0.8 0.6 0.285
C -0.920 -0.853 -4.835 2.8 0.4 -0.1 0.452
O -1.625 -0.360 -5.691 -0.9 0.4 -0.9 -0.821
N -1.301 -1.492 -3.771 -2.7 -1.7 2.4 0.474
N 0.444 -0.772 -4.842 1.0 1.1 -1.5 -0.294
H -0.675 -1.873 -3.076 0.2 -0.1 -0.3 -0.104
H -2.228 -1.893 -3.806 -0.1 0.0 0.4 0.074
H 0.841 -0.331 -5.659 0.1 0.0 0.4 0.196
H 1.042 -1.153 -4.123 -0.4 -0.2 -0.2 0.086
C 4.523 1.419 5.931 -0.9 1.3 -1.5 0.597
O 4.900 0.581 6.673 1.6 -2.7 2.6 -0.680
N 5.108 2.591 5.720 2.1 1.1 0.8 -0.409
N 3.470 1.276 5.183 -4.1 -1.5 -2.2 -0.135
H 5.812 2.589 6.445 0.4 1.6 -0.2 0.263
H 4.573 3.376 5.376 0.5 0.0 0.4 0.231
H 2.958 0.413 5.300 -0.1 0.3 -0.2 0.131
H 3.016 1.991 4.633 0.3 -0.1 0.1 0.160
C -3.530 2.856 -5.101 -3.1 4.8 1.2 0.599
O -4.370 3.764 -5.177 0.6 0.9 0.6 -0.761
N -2.492 2.795 -4.345 4.5 1.8 3.5 -0.198
N -3.764 1.767 -5.646 -2.3 -7.0 -4.4 -0.273
H -1.832 2.031 -4.365 -0.3 0.2 0.0 0.118
H -2.372 3.535 -3.667 0.3 -0.1 -0.3 0.108
H -4.727 1.678 -5.934 0.5 -0.3 -0.6 0.171
H -3.106 1.001 -5.636 -0.3 -0.4 -0.2 0.282
C 2.392 -2.179 -2.255 -3.6 -1.7 2.9 0.756
O 1.326 -2.680 -2.630 -1.8 -0.2 0.0 -0.954
N 3.297 -1.995 -3.096 5.3 1.5 -4.9 -0.275
N 2.698 -1.909 -1.004 0.6 0.5 1.0 0.549
H 4.161 -1.558 -2.808 -0.1 -0.1 -0.6 0.163
H 3.082 -2.143 -4.071 0.3 0.0 0.2 0.337
H 1.984 -1.977 -0.293 -0.3 0.0 0.8 -0.234
H 3.579 -1.443 -0.841 -0.4 -0.1 0.5 -0.133
C 1.810 -2.643 5.018 1.7 2.3 0.3 0.599
O 2.131 -2.973 3.930 0.9 -1.7 -4.0 -0.656
N 0.829 -3.011 5.704 -7.2 -4.4 2.1 -0.415
N 2.381 -1.674 5.672 4.6 3.9 1.3 -0.444
H 0.584 -2.689 6.629 0.1 -0.1 -0.5 0.155
H 0.158 -3.528 5.154 -0.3 -0.3 0.7 0.265
H 2.201 -1.448 6.640 0.1 -0.2 -0.2 0.135
H 3.349 -1.573 5.399 0.3 0.4 0.3 0.216
C -3.754 2.400 1.081 3.2 0.9 -3.1 0.312
O -3.480 3.609 1.032 0.1 -0.3 0.8 -0.856
N -4.905 1.913 1.307 -6.4 -0.7 2.7 -0.296
N -2.988 1.420 0.585 3.1 0.2 -0.5 0.312
H -5.055 0.938 1.524 0.2 0.3 -0.2 0.102
H -5.590 2.554 1.682 -0.1 -0.2 0.0 0.272
H -3.239 0.463 0.383 -0.4 -0.3 0.1 0.180
H -2.114 1.701 0.164 0.1 -0.1 0.4 -0.275
C -0.267 4.379 2.190 2.0 0.1 0.0 0.489
O 0.825 4.400 2.703 2.7 -0.6 0.9 -0.698
N -0.623 3.674 1.147 -0.5 -1.4 -1.9 0.132
N -1.188 5.195 2.596 -4.0 2.9 1.9 -0.361
H -1.627 3.627 1.051 -0.1 -0.4 -0.8 0.259
H 0.016 3.073 0.647 -0.3 -0.1 0.5 -0.362
H -2.129 5.150 2.231 0.1 0.0 0.0 0.181
H -1.083 5.736 3.442 0.3 -0.4 -0.3 0.258
C -3.735 -1.947 2.295 -0.2 0.1 0.5 -1.544
C -4.208 -2.218 0.848 0.1 -1.1 1.6 0.651
C -5.697 -1.883 0.704 -0.7 -0.5 0.3 0.049
O -6.536 -2.916 1.344 -0.2 0.7 -1.7 -0.424
C -7.931 -2.870 0.908 0.5 0.2 0.3 -0.772
N -3.264 -1.582 -0.043 -0.3 1.1 -0.5 1.508
H -4.351 -2.372 3.087 -0.4 -0.3 -0.4 0.467
H -3.720 -0.883 2.533 0.1 0.3 -0.3 0.206
H -2.739 -2.332 2.517 0.2 0.0 -0.4 0.263
H -4.107 -3.294 0.712 -0.5 -0.5 0.0 0.141
H -5.969 -1.753 -0.344 -0.1 -0.3 -0.1 -0.188
H -5.957 -0.946 1.196 0.2 0.3 0.1 0.139
H -8.133 -2.571 -0.121 0.8 0.0 -0.4 0.276
H -8.513 -2.141 1.472 0.1 0.0 0.5 0.308
H -8.378 -3.859 1.009 0.3 0.0 0.3 0.301
H -2.394 -2.089 0.037 0.3 0.0 0.5 -0.445
H -3.451 -1.749 -1.021 -0.6 -0.1 -0.2 -0.689
C 3.191 2.614 -0.900 0.6 1.1 0.2 -0.320
C 3.522 3.992 -1.544 -0.7 0.1 1.8 0.512
C 4.521 4.885 -0.734 -0.2 0.2 0.7 -0.884
O 4.520 6.284 -1.014 0.7 1.0 -0.1 -0.418
C 5.527 7.007 -0.226 -0.2 -1.7 -0.2 -0.774
N 3.899 3.721 -2.886 0.4 0.6 -1.3 -0.790
H 3.952 1.917 -1.249 -0.2 -0.4 0.3 0.298
H 2.187 2.344 -1.226 0.3 -0.3 -0.2 -0.598
H 3.148 2.703 0.186 0.2 -0.3 0.1 0.173
H 2.525 4.433 -1.514 0.2 0.8 -0.3 0.437
H 5.550 4.550 -0.863 0.2 -0.5 -0.2 0.323
H 4.301 4.834 0.332 -0.2 -0.5 0.3 0.467
H 5.412 6.809 0.840 -0.9 0.6 0.3 0.321
H 5.616 8.062 -0.484 -0.6 -0.2 -0.1 0.287
H 6.521 6.566 -0.308 0.3 -0.2 -1.0 0.320
H 3.927 4.601 -3.381 -0.2 0.2 -0.4 0.303
H 4.877 3.468 -2.880 0.3 -0.5 0.0 0.290
C 5.514 -2.586 0.766 -0.6 0.3 -0.4 -1.418
C 6.012 -1.561 1.808 -0.9 -1.0 0.0 0.421
C 5.351 -0.186 1.713 0.3 -2.2 -0.6 0.388
O 6.119 0.720 2.425 -0.8 1.6 -0.4 -0.477
C 5.616 2.047 2.203 0.7 0.6 0.7 -0.573
N 5.744 -2.196 3.103 0.9 0.2 0.5 -0.727
H 5.712 -2.319 -0.272 0.2 -0.1 -0.2 0.356
H 4.446 -2.790 0.853 -0.5 0.9 0.0 0.250
H 5.776 -3.625 0.966 1.2 0.2 0.0 0.424
H 7.078 -1.364 1.692 0.1 -0.3 0.2 0.317
H 4.320 -0.339 2.032 -0.3 0.6 0.4 -0.360
H 5.329 0.022 0.643 -0.1 0.6 -0.4 0.178
H 6.265 2.770 2.698 0.2 -0.4 0.4 0.390
H 4.621 2.220 2.613 -0.2 -0.4 0.0 0.036
H 5.629 2.428 1.182 -0.1 -0.8 -0.6 0.316
H 6.243 -3.072 3.037 0.3 -0.2 0.5 0.275
H 4.787 -2.510 3.178 -0.5 0.3 -0.2 0.229
C 1.560 0.238 1.706 -0.7 1.5 -0.1 -1.240
C 0.315 -0.437 1.153 1.8 0.3 1.0 0.611
C -0.053 -0.035 -0.234 -1.5 0.8 -2.1 0.428
O -0.161 1.409 -0.414 0.8 -1.0 2.5 0.936
C -0.535 1.954 -1.626 0.0 -0.8 -0.6 -1.264
N 0.729 -1.821 1.171 -0.7 -0.9 -0.2 0.092
H 1.885 -0.217 2.641 0.1 -0.2 -0.1 0.570
H 1.262 1.255 1.960 0.5 0.4 -0.1 0.192
H 2.352 0.226 0.957 0.1 0.1 0.2 -0.259
H -0.506 -0.171 1.820 -0.4 -0.2 0.1 0.120
H -1.017 -0.489 -0.461 -0.6 0.2 0.2 -0.900
H 0.504 -0.472 -1.063 1.0 0.2 0.3 0.204
H 0.155 1.562 -2.374 -0.1 0.3 -0.7 0.493
H -0.471 3.037 -1.530 0.1 0.0 -0.1 0.296
H -1.565 1.672 -1.846 -0.2 0.0 -0.5 0.421
H -0.048 -2.444 1.004 0.0 -0.2 -0.2 -0.112
H 1.105 -2.040 2.082 0.2 -0.1 0.2 0.039
C -4.646 0.007 -2.548 0.7 -0.4 -0.6 -0.214
C -5.115 -0.975 -3.634 0.5 0.1 0.0 1.048
C -5.103 -2.463 -3.211 0.8 -1.0 0.5 -1.247
O -3.731 -2.988 -3.043 -0.2 0.3 0.1 -0.590
C -3.602 -4.368 -2.634 -0.3 0.4 -1.0 -0.780
N -6.482 -0.611 -3.974 -0.6 -0.2 0.6 -0.874
H -5.371 -0.003 -1.733 0.2 -0.1 0.3 0.356
H -4.624 1.026 -2.936 0.0 0.0 -0.2 0.438
H -3.638 -0.218 -2.202 -0.1 0.1 0.2 -0.834
H -4.543 -0.836 -4.552 0.5 -0.3 0.1 0.359
H -5.691 -3.095 -3.877 0.4 0.1 -0.8 0.549
H -5.620 -2.680 -2.276 -0.1 0.7 0.5 0.081
H -4.191 -4.956 -3.339 -0.6 -0.3 0.5 0.389
H -3.780 -4.542 -1.573 -0.7 0.2 0.0 0.172
H -2.614 -4.800 -2.795 0.5 0.9 -0.2 0.226
H -6.494 0.271 -4.466 0.2 0.1 -0.5 0.349
H -6.789 -0.302 -3.062 -1.1 -0.1 0.1 0.335